1.
This record from OMol25 describes a structure of composition C60H84N22O32Zn. The level of theory is wB97M-V/def2-TZVPD.

Structure (XYZ):
```
199
Properties=species:S:1:pos:R:3:forces:R:3:mulliken_charge:R:1
Zn 2.27777 2.23181 2.33930 0.4 -0.8 -1.0 1.509
C -0.98391 -0.30620 1.55280 -2.3 -0.4 -0.5 1.375
C 0.02755 0.61224 1.51827 1.1 -0.5 -1.5 0.883
C 0.82182 0.87546 0.20197 -0.9 -0.2 -0.4 0.107
O 1.89018 1.53177 0.23086 0.7 0.4 1.3 -0.756
C 0.30796 0.41222 -0.97522 -2.0 -1.5 -0.2 0.288
C -0.80939 -0.51829 -1.02663 0.3 0.0 -2.1 0.618
C -1.57974 -0.81029 0.31782 0.8 -1.4 0.6 0.403
O -2.51732 -1.62871 0.30430 0.5 1.1 -0.1 -1.220
O -1.13813 -1.09415 -2.11542 0.0 0.9 3.1 -0.424
O 0.49542 1.21315 2.49644 0.6 1.0 2.2 -1.185
H -1.57497 -0.50368 2.48511 1.0 0.4 -0.9 -0.640
H 0.75373 0.66061 -1.91169 0.4 0.1 -0.3 -0.960
C 3.33688 -0.70068 -1.71458 0.2 1.2 1.1 0.736
N 4.06346 -1.81723 -2.27943 0.7 -1.0 -1.8 1.243
O 5.08811 -1.67565 -2.91517 0.2 1.0 0.3 -0.680
O 3.55144 -2.91739 -2.18327 -0.6 -0.2 0.7 -0.467
H 3.94046 0.19019 -1.52759 0.5 -0.6 0.2 0.156
H 2.88756 -1.10275 -0.81826 -0.3 0.3 0.1 -0.525
H 2.60044 -0.29375 -2.37741 -0.6 -0.6 -0.7 -0.573
C -3.24164 2.23334 5.41199 -1.0 -2.0 -2.2 -0.351
N -2.02218 2.97999 5.62100 1.2 -0.6 1.7 0.922
O -1.40210 2.77151 6.67854 -0.7 0.5 -1.4 -0.571
O -1.65798 3.71401 4.73595 0.4 0.6 -0.2 -0.414
H -4.07173 2.65651 5.93828 -0.2 0.2 0.8 0.329
H -3.06135 1.15248 5.63249 -0.2 1.1 0.4 0.162
H -3.53581 2.27625 4.32792 0.6 0.2 1.1 -0.046
C -2.09388 -1.92617 -6.82669 -2.5 -0.4 -0.5 -0.685
N -2.61292 -0.56788 -6.48560 0.0 -0.7 -0.1 0.764
O -3.65667 -0.14054 -6.93986 0.2 -0.4 -0.2 -0.602
O -1.94485 -0.00236 -5.66805 0.8 1.4 1.1 -0.207
H -2.25726 -2.53585 -5.92302 0.6 0.3 -0.3 0.161
H -1.10639 -1.88177 -7.23971 0.5 0.2 0.2 0.227
H -2.83956 -2.23203 -7.55926 0.4 -0.5 -0.2 0.367
C -2.93225 -2.26274 3.50819 0.4 0.9 1.1 0.086
N -3.53519 -1.43397 4.65621 0.7 -0.6 -0.8 1.191
O -2.76681 -1.21883 5.56015 0.7 0.2 0.8 -0.629
O -4.66089 -1.00654 4.63117 -0.6 -0.2 -0.6 -0.597
H -3.14246 -1.80552 2.56271 -0.1 0.4 -0.4 -0.364
H -3.37529 -3.22553 3.48635 -0.5 -0.9 0.3 0.392
H -1.85761 -2.28100 3.75649 -0.7 -0.2 -0.3 -0.074
C -3.74451 0.55471 -2.18786 -0.4 -2.6 0.5 0.417
N -4.75587 1.58034 -2.03692 -0.3 0.0 -0.9 1.314
O -5.66547 1.35095 -1.26578 0.0 0.6 -0.1 -0.691
O -4.58424 2.58397 -2.70776 -0.6 0.2 0.4 -0.623
H -3.30542 0.51361 -3.16328 0.4 0.7 -0.4 -0.470
H -4.22376 -0.46344 -2.06457 0.5 1.3 0.4 0.102
H -3.04810 0.76100 -1.38664 0.3 -0.3 -0.1 -0.139
C 4.14990 -6.06793 -2.32658 -1.6 -2.8 -0.3 0.344
N 4.71229 -7.37912 -1.79077 -0.6 1.0 -0.3 0.986
O 5.87068 -7.63236 -2.02689 0.1 -0.2 0.1 -0.578
O 3.93550 -8.07716 -1.17565 0.1 -0.3 0.2 -0.578
H 4.92098 -5.66457 -2.87867 1.4 1.2 -1.1 0.415
H 3.78236 -5.50932 -1.50974 -0.2 0.7 0.9 -0.771
H 3.27688 -6.38862 -2.94562 0.8 0.4 0.4 0.297
C -3.32968 2.85579 -6.34522 -0.8 -2.0 -2.9 -0.241
N -2.32535 3.86825 -6.22174 2.9 1.3 0.4 0.790
O -1.55055 3.76658 -5.25886 -1.1 0.1 -0.4 -0.401
O -2.09270 4.66213 -7.12579 -1.0 -0.5 0.5 -0.540
H -3.03339 2.01098 -5.77215 0.3 -0.3 0.7 -0.309
H -3.26141 2.48105 -7.43818 -0.3 0.9 1.7 0.320
H -4.35411 3.10089 -6.10413 0.0 0.7 0.0 0.318
C -5.13543 0.09831 1.66052 -0.9 0.7 -1.3 -0.359
N -5.93987 1.22607 2.22456 0.3 0.3 -1.1 1.116
O -6.90348 1.68536 1.62819 0.4 -0.7 0.6 -0.610
O -5.43222 1.71075 3.20471 -0.2 0.6 1.0 -0.651
H -5.69379 -0.32134 0.81717 0.5 0.3 0.0 0.127
H -5.03288 -0.61375 2.42468 0.1 -0.8 1.1 0.371
H -4.16625 0.56319 1.44243 -0.3 -0.3 -0.3 -0.112
C 0.84819 3.74224 -3.27773 2.7 -1.6 -1.4 1.912
N 1.78977 4.75248 -3.96356 -1.8 0.0 0.4 1.147
O 2.66894 4.43030 -4.72361 0.1 -0.7 0.0 -0.647
O 1.52506 5.89766 -3.67633 0.2 0.8 0.2 -0.678
H -0.15728 3.89101 -3.52842 -1.2 0.9 -0.5 -0.027
H 1.03376 3.89444 -2.24265 0.1 -0.1 0.8 -1.078
H 1.15479 2.73312 -3.65993 -0.2 0.8 0.7 -0.381
C 0.31907 2.05038 -7.03756 1.5 -1.0 -1.1 -0.646
N -0.03936 0.91022 -7.94781 -0.1 -0.4 0.0 1.059
O -0.95249 1.11705 -8.71897 -0.3 -0.1 -0.2 -0.587
O 0.56935 -0.14737 -7.89204 0.0 0.5 0.4 -0.626
H 0.22070 1.69853 -6.00291 -0.3 0.6 -0.4 0.022
H -0.18386 2.88733 -7.47958 -0.7 0.4 0.7 0.446
H 1.37653 2.21604 -7.28878 -0.1 -0.1 0.6 0.338
C -2.43681 -4.10502 -1.63431 1.8 1.5 0.1 -0.375
N -1.30491 -4.13582 -2.66867 0.7 -1.4 1.9 0.975
O -0.16529 -4.53381 -2.35130 -1.9 0.7 -0.2 -0.598
O -1.61037 -3.76818 -3.75824 -0.1 0.5 -1.6 -0.539
H -2.32956 -4.92511 -0.96926 0.5 -0.5 0.7 0.313
H -3.37164 -4.19309 -2.12966 -0.6 0.2 -0.7 0.398
H -2.28296 -3.09900 -1.14762 -0.5 -1.1 -0.3 -0.181
C -9.96359 0.24438 1.40728 0.6 1.1 -1.9 -0.837
N -8.94671 -0.82049 1.12597 -0.7 0.6 0.5 0.946
O -8.73820 -1.23108 0.00339 -0.3 0.3 0.1 -0.549
O -8.40774 -1.21695 2.12274 1.1 -0.9 0.8 -0.506
H -9.82032 0.70233 2.37452 0.1 -0.5 0.2 0.318
H -10.94140 -0.16346 1.22523 -0.3 -0.3 0.1 0.306
H -9.76417 1.01264 0.64272 -0.2 -0.3 0.2 0.313
C 5.70445 -4.08397 -0.18229 1.9 0.0 -0.9 -0.108
N 6.76166 -3.14938 0.29171 -0.9 0.2 -0.8 1.074
O 7.64199 -3.67589 0.90966 1.3 0.4 0.8 -0.623
O 6.64736 -1.95608 0.01941 0.2 -0.8 0.4 -0.573
H 4.85045 -3.79712 0.32137 -2.0 0.4 0.9 -0.033
H 6.03959 -5.09000 0.10183 -0.3 0.4 -0.5 0.292
H 5.59986 -3.85445 -1.24101 -0.1 -0.5 0.0 0.163
C -7.29850 -4.42594 0.70722 0.0 -0.1 -1.7 -0.491
N -5.98027 -4.51133 1.34012 -1.0 1.0 0.6 0.826
O -5.01460 -4.05907 0.78628 0.9 0.0 -0.5 -0.376
O -6.03551 -4.90792 2.48073 0.8 -0.5 0.7 -0.553
H -7.81662 -5.27223 1.08783 -0.9 -0.1 0.6 0.311
H -7.20276 -4.58820 -0.36585 0.3 0.3 0.0 0.286
H -7.72389 -3.42792 0.86776 0.1 -0.4 0.3 0.029
N 4.40333 2.94008 1.11023 0.0 -1.1 0.4 0.251
C 5.09373 2.02567 0.39637 -0.5 1.9 0.3 -0.494
C 6.02394 2.49181 -0.50386 0.5 -1.0 -1.7 -0.882
C 6.16888 3.84562 -0.78185 0.6 -1.0 1.2 -0.411
C 5.54555 4.74206 0.04941 0.6 -0.3 -0.7 -1.163
C 4.70051 4.23323 0.97710 -1.1 -1.6 -0.1 -0.094
H 4.82384 0.99589 0.51125 0.1 -0.4 0.2 0.682
H 6.59065 1.78395 -1.13091 -0.3 0.3 0.5 0.394
H 6.92014 4.11080 -1.48138 0.3 0.5 -0.7 0.514
H 5.74157 5.77192 -0.00986 0.0 1.2 -0.2 0.522
H 4.03798 4.81242 1.53600 -0.6 1.5 1.0 0.406
N 3.43861 0.39739 2.70796 -1.0 0.8 -1.1 1.364
C 3.07675 -0.69593 2.10594 0.0 -2.7 -0.1 -0.118
C 3.79871 -1.89631 2.21814 -1.1 0.8 -0.8 0.321
C 4.98103 -1.95648 2.91050 -0.2 0.9 -0.7 -0.321
C 5.38441 -0.77121 3.53465 0.7 -0.6 -0.1 -1.955
C 4.56722 0.34604 3.34552 2.2 0.4 2.1 -0.528
H 2.18851 -0.72403 1.52196 -0.7 0.2 -0.3 -0.395
H 3.39392 -2.72752 1.66193 0.2 -0.3 0.1 -0.646
H 5.57006 -2.83247 2.70712 0.5 -0.3 0.9 0.673
H 6.35982 -0.79185 4.08031 -1.1 0.6 -0.5 0.328
H 4.80945 1.30564 3.75071 0.7 0.3 0.6 0.568
N -3.51349 5.09924 0.78696 -1.9 -0.1 1.9 -0.601
C -3.25181 4.22827 1.77905 1.0 0.5 -1.2 -0.574
C -2.55022 3.06693 1.48816 -0.2 -1.0 1.7 0.154
C -2.16104 2.72248 0.20437 -1.1 2.5 -0.2 1.900
C -2.53292 3.63605 -0.77960 -0.7 -0.4 -2.2 -0.799
C -3.35372 4.71273 -0.45336 1.6 0.7 -0.2 -0.562
H -3.45395 4.52777 2.81238 0.0 -0.1 -0.4 0.431
H -2.30498 2.44210 2.35908 0.1 0.0 -0.6 -0.425
H -1.62237 1.86842 -0.04102 1.0 -1.2 -0.2 -0.107
H -2.34409 3.54860 -1.89438 0.1 -0.4 1.6 0.153
H -3.68747 5.44822 -1.18623 0.1 -0.4 -0.2 0.435
N 1.61298 0.78239 -4.38474 0.7 -1.5 -1.3 -0.018
C 0.70629 -0.19829 -4.16578 1.1 -0.7 -0.2 -0.342
C 0.97424 -1.56301 -4.37379 0.2 -1.1 -0.2 -0.208
C 2.21791 -1.99655 -4.90368 -2.3 0.0 0.9 -0.851
C 3.04077 -0.99476 -5.21277 3.5 2.6 -1.1 -0.509
C 2.77345 0.36135 -4.98581 -3.1 -1.2 1.5 -1.031
H -0.24772 0.07206 -3.75260 -0.1 0.1 0.0 1.224
H 0.25081 -2.34642 -4.11835 0.0 0.7 0.0 -0.154
H 2.56351 -3.01375 -5.07419 -0.6 0.0 0.2 0.488
H 4.06033 -1.17165 -5.59113 -0.6 -0.2 0.0 0.404
H 3.40002 1.13851 -5.27058 1.4 1.1 -0.4 0.777
N 2.48098 3.00441 4.29775 1.0 0.1 -1.5 0.562
C 1.72359 2.61891 5.28666 -0.2 -1.4 1.3 0.683
C 1.94334 3.04407 6.59455 0.0 1.6 -0.6 -1.207
C 2.83802 4.10002 6.78190 0.2 -0.7 -1.2 -0.547
C 3.63761 4.53712 5.68194 -0.9 -0.3 1.6 -0.905
C 3.45613 3.91577 4.47498 -0.4 -0.1 0.5 -0.235
H 0.99549 1.82172 5.08196 0.1 0.6 -0.1 0.057
H 1.27337 2.72728 7.36447 -0.1 -0.3 0.4 0.509
H 2.92449 4.54169 7.75674 0.2 0.2 0.2 0.423
H 4.32369 5.35400 5.84481 0.2 -0.1 -0.2 0.497
H 4.07566 4.11883 3.62429 0.1 0.2 -0.3 0.332
N 2.48223 -4.82911 0.31326 -0.7 -1.3 0.0 -0.236
C 1.62410 -3.80248 0.27976 0.6 -1.3 0.7 0.880
C 0.35502 -3.92137 0.84552 0.0 1.8 -1.2 0.189
C -0.09264 -5.11934 1.30611 0.0 -1.4 0.1 -0.515
C 0.70893 -6.25270 1.19090 1.7 1.0 -0.7 -1.074
C 2.02427 -6.07062 0.69696 -0.9 2.4 0.5 -0.695
H 2.06816 -2.91019 -0.16347 -0.7 0.0 0.1 -0.092
H -0.31299 -3.06885 0.74768 0.0 -0.1 0.4 0.011
H -1.07530 -5.26064 1.72575 -0.3 0.3 0.0 0.620
H 0.33655 -7.20961 1.45975 -0.1 -0.7 0.3 0.520
H 2.79387 -6.80820 0.65914 0.0 -0.8 0.0 0.561
N 2.67260 -1.53484 5.78756 1.0 -0.5 -0.5 -0.585
C 3.22505 -2.80254 5.91904 -2.1 3.0 0.2 -0.695
C 2.72287 -3.86629 5.27215 -1.2 -1.9 -1.8 -0.589
C 1.66436 -3.68286 4.30500 1.2 0.9 2.0 -0.447
C 1.11892 -2.40984 4.23083 0.8 -1.5 -0.7 0.458
C 1.69164 -1.35814 4.90374 0.6 0.3 1.3 -0.066
H 3.95616 -2.88932 6.67530 0.8 -0.1 0.6 0.499
H 3.10458 -4.86638 5.54019 -0.2 0.5 -0.6 0.380
H 1.30086 -4.47084 3.68490 -0.2 -0.5 -0.1 0.630
H 0.34119 -2.23085 3.55034 -1.0 0.3 -0.9 0.200
H 1.30488 -0.34224 4.72116 0.2 -0.5 0.4 0.269
N 1.39419 3.94280 1.63060 -1.3 1.6 1.4 1.591
C 0.52383 4.46663 2.52019 -0.5 -1.4 1.0 -0.057
C -0.39011 5.44120 2.24109 0.5 0.0 0.8 -1.014
C -0.51311 5.98189 0.99726 -1.2 0.2 -0.1 -0.417
C 0.30468 5.44773 0.06481 1.9 0.1 -1.4 -1.252
C 1.28403 4.51760 0.45934 1.1 -0.2 -2.4 -0.849
H 0.40559 3.95293 3.48132 0.4 0.4 -0.3 0.105
H -0.98032 5.76464 3.04401 -0.9 0.3 0.9 0.674
H -1.32854 6.67019 0.78167 0.4 0.1 -0.1 0.446
H 0.33989 5.85130 -0.95426 0.0 -0.4 0.3 0.477
H 2.07972 4.18943 -0.23144 -0.7 0.2 0.0 0.841
```
Forces are in eV/Å.

Its highest occupied orbital energy is -0.2965 Eh. The calculation puts the total energy at -210262.443 eV. The calculation puts the molar mass at 1690.84 g/mol. The total charge is 0. The LUMO energy is -0.48 eV.

---

2.
This record from OMol25 describes a structure of composition C20H20Cl44OP. The level of theory is wB97M-V/def2-TZVPD.

Structure (XYZ):
```
86
Properties=species:S:1:pos:R:3:forces:R:3:mulliken_charge:R:1
C -3.56809 -2.72474 -0.38166 -1.0 1.6 -0.6 -0.760
C -3.48418 -1.23723 -0.52506 0.9 -0.4 1.1 0.930
P -1.98293 -0.34864 0.34251 -3.1 0.1 0.4 -0.230
C -2.34247 1.53800 0.15300 0.0 0.9 -0.3 -0.241
C -1.97347 -0.76914 2.22749 1.4 -0.7 1.3 -0.660
O -3.17758 -1.47992 2.68593 0.7 2.6 -1.1 0.148
C -4.36164 -0.58813 2.70989 -1.7 0.2 -0.1 -0.365
C -0.42192 -0.93945 -0.58424 0.9 -1.1 -0.8 0.881
C -0.58480 -0.46571 -2.15282 -0.7 -0.4 -0.3 -0.927
C 1.00310 -0.52973 0.11324 0.5 0.5 0.1 -0.766
C 0.97798 0.85148 0.99524 1.4 -0.1 -0.2 -0.296
H -4.10951 -3.22443 0.52866 1.7 1.1 -1.8 0.335
H -3.03159 -3.38564 -1.21260 -3.0 1.1 0.8 0.388
H -4.23429 -0.57936 -1.15203 2.6 -1.6 0.1 -0.656
H -2.53584 1.72043 -1.01049 0.5 -0.2 2.6 0.190
H -1.45366 2.21804 0.56127 -1.9 -1.8 -1.2 -0.038
H -3.29864 1.89307 0.76657 1.9 -1.2 -1.4 0.379
H -1.71384 0.20040 2.86177 -0.8 -1.8 -1.3 0.329
H -1.04333 -1.50147 2.38012 -2.1 1.4 -0.2 0.246
H -4.28101 0.33041 1.98036 0.1 -1.9 1.4 0.016
H -5.28975 -1.22980 2.32085 2.1 1.3 0.9 0.232
H -4.62372 -0.19551 3.80549 0.9 -0.9 -2.4 0.083
H -0.45377 -2.13207 -0.60262 -0.2 2.7 0.3 0.233
H -0.65988 -1.42986 -2.85067 0.3 2.2 1.6 0.227
H 0.30295 0.21390 -2.50145 -1.8 -1.4 0.8 0.244
H -1.62312 0.09565 -2.26445 2.3 -1.0 -0.1 0.192
H 1.81320 -0.36069 -0.74508 -1.9 -0.6 1.8 0.351
H 1.39222 -1.40874 0.80122 -0.9 1.8 -1.4 0.267
H 0.36660 0.73360 1.98704 1.0 0.4 -2.0 0.182
H 0.67267 1.78912 0.34713 0.4 -2.1 1.5 -0.216
H 2.10759 1.05518 1.32388 -2.5 -0.4 -0.6 0.384
C 0.51026 4.19161 -1.90841 0.3 0.4 -0.2 0.259
Cl 2.28113 3.99496 -1.90613 -0.6 0.0 0.1 -0.034
Cl 0.08550 5.73932 -2.68218 0.1 -0.5 0.3 -0.062
Cl -0.23509 2.85050 -2.81427 0.6 0.2 0.5 0.044
Cl -0.09054 4.18159 -0.23110 0.1 0.3 -0.3 -0.109
C -3.98974 -2.37507 6.46656 0.0 0.0 0.0 0.296
Cl -2.50435 -1.41178 6.26574 -0.9 0.1 -0.8 -0.077
Cl -3.93711 -3.78242 5.37518 0.0 0.3 0.3 -0.043
Cl -4.11042 -2.93589 8.15346 -0.1 0.3 -0.5 -0.079
Cl -5.40713 -1.37020 6.07197 0.2 -0.3 0.2 -0.107
C -6.80714 1.70757 -1.85323 -0.4 0.3 0.0 0.335
Cl -6.16876 3.35513 -1.62379 -0.1 -0.5 -0.1 -0.071
Cl -8.21135 1.76184 -2.94857 0.5 0.0 0.3 -0.077
Cl -5.54098 0.67330 -2.56165 -0.3 0.2 0.0 -0.152
Cl -7.30740 1.03992 -0.27893 0.2 0.1 -0.3 -0.083
C -3.91137 3.55333 -5.59660 -0.2 0.1 -0.3 0.210
Cl -4.98545 2.13210 -5.63011 0.2 0.4 -0.1 -0.080
Cl -4.79466 4.94981 -4.93013 0.3 -0.4 -0.1 -0.083
Cl -2.49497 3.20339 -4.57383 -0.6 0.2 -0.4 0.038
Cl -3.37032 3.92800 -7.25230 -0.1 -0.1 0.5 -0.090
C 2.98864 5.25334 -6.03779 0.0 0.1 0.0 0.243
Cl 2.92596 7.03389 -6.01887 0.0 -0.5 0.0 -0.089
Cl 3.60369 4.69736 -7.61485 -0.1 0.1 0.4 -0.099
Cl 4.07224 4.68338 -4.74331 -0.5 0.2 -0.3 0.003
Cl 1.35270 4.59866 -5.77403 0.3 0.1 -0.1 -0.042
C 0.58864 -1.70027 8.84437 0.0 -0.1 0.3 0.243
Cl 1.37470 -2.57387 10.18362 -0.2 0.2 -0.4 -0.095
Cl -1.03481 -2.37888 8.56433 1.1 -0.1 0.9 0.021
Cl 0.44668 0.02571 9.26338 0.0 -0.4 -0.1 -0.094
Cl 1.56802 -1.87393 7.36616 -0.2 0.0 0.2 -0.103
C -1.51134 -5.11827 1.90995 0.4 -0.7 0.7 0.180
Cl -0.95483 -4.39680 3.44110 -0.2 -0.1 -0.5 -0.035
Cl -0.23362 -6.17016 1.25001 -0.4 0.4 0.1 -0.085
Cl -2.97992 -6.08252 2.20691 0.4 0.4 -0.1 -0.093
Cl -1.87705 -3.82365 0.74176 1.9 -0.8 0.9 -0.056
C -4.51135 -7.07282 8.92356 0.0 -0.1 0.1 0.305
Cl -3.02595 -6.10953 8.72274 -0.3 -0.3 0.1 -0.043
Cl -4.45871 -8.48017 7.83218 0.0 0.4 0.3 -0.092
Cl -4.63202 -7.63364 10.61046 0.0 0.2 -0.5 -0.081
Cl -5.92873 -6.06795 8.52897 0.3 -0.2 0.1 -0.083
C 8.38863 4.61029 -4.97360 0.1 0.1 -0.1 0.258
Cl 9.02702 6.25786 -4.74416 -0.2 -0.4 -0.1 -0.088
Cl 6.98442 4.66456 -6.06894 0.6 0.0 0.2 -0.041
Cl 9.65479 3.57603 -5.68202 -0.4 0.3 0.2 -0.069
Cl 7.88837 3.94264 -3.39930 0.3 0.3 -0.3 -0.077
C 6.58866 0.05503 -4.23940 0.1 0.0 0.0 0.207
Cl 7.49572 0.00012 -5.77200 -0.2 0.0 0.4 -0.077
Cl 5.69679 1.59371 -4.13182 0.0 -0.5 -0.1 0.029
Cl 5.43767 -1.30386 -4.18142 0.2 0.3 0.0 -0.107
Cl 7.72440 -0.06994 -2.87231 -0.3 0.0 -0.4 -0.055
C 11.98866 -0.72646 -4.11716 0.1 0.0 -0.1 0.289
Cl 13.75953 -0.92311 -4.11488 -0.5 0.1 0.0 -0.095
Cl 11.56390 0.82125 -4.89093 0.1 -0.4 0.2 -0.019
Cl 11.24330 -2.06756 -5.02302 0.2 0.3 0.2 -0.088
Cl 11.38785 -0.73648 -2.43985 0.2 0.0 -0.4 -0.090
```
Forces are in eV/Å.

Its highest occupied orbital energy is -0.3968 Eh. The calculation puts the total energy at -583368.161 eV. The calculation puts the molar mass at 1867.28 g/mol. The total charge is +1. The LUMO energy is -4.91 eV.

---

Q: Number 1 is which compound?
A: C60H84N22O32Zn

---

Q: Among the records above, which one has the highest LUMO energy?
A: C60H84N22O32Zn

---

Q: Which formula does entry 2 have?
A: C20H20Cl44OP